Computed, not measured: a molecular structure, C49H52BrCl2F3N3O4P2RbSi2, with ωB97M-V/def2-TZVPD.

* ΔE to the lowest compared entry with this formula, charge and spin: 22.93 kcal/mol
* highest occupied orbital energy (alpha / beta): 1.637 / 0.211 eV
* calculated total energy: -7443.55932 hartree
* 2S+1: 1
* frontier orbital gap (alpha / beta): 1.59 / 3.03 eV
* total charge: -2

Cartesian coordinates (Å):
Rb1 0.30578 0.26347 0.59395
Cl1 3.01327 -0.93868 1.41129
C1 2.60051 -2.60162 1.00813
Cl2 2.62638 -2.84916 -0.72895
H1 1.58422 -2.78625 1.34915
H2 3.32825 -3.27638 1.45920
N1 -3.68335 1.73683 -1.53606
C2 -4.28274 1.77464 -0.20121
C3 -3.56462 0.88595 0.87282
O1 -4.21342 0.65246 1.89894
O2 -2.41600 0.48334 0.58042
H3 -3.74246 0.77992 -1.88187
H4 -2.68430 1.91020 -1.41107
H5 -5.33193 1.46833 -0.26198
H6 -4.26337 2.81244 0.15005
C4 -0.97756 -3.64269 -0.54420
Si1 -1.76787 -2.60673 -1.93507
C5 -3.40461 -1.94759 -1.24063
C6 -2.07437 -3.60497 -3.55112
C7 -2.79546 -4.73313 -3.88804
C8 -2.82245 -5.16905 -5.20679
C9 -2.12783 -4.47579 -6.18610
C10 -1.39713 -3.34229 -5.85502
C11 -1.36234 -2.90409 -4.54367
Si2 -0.52336 -1.45825 -3.58611
C12 1.37683 -1.55275 -3.75384
C13 -1.04742 0.26645 -4.22442
H7 -1.65480 -4.42878 -0.22285
H8 -0.79704 -3.00739 0.31682
H9 -0.04184 -4.10213 -0.84428
H10 -3.94792 -2.70632 -0.68558
H11 -4.05723 -1.56484 -2.01871
H12 -3.18240 -1.14513 -0.54554
H13 -3.34317 -5.27837 -3.12895
H14 -3.39476 -6.04946 -5.47735
H15 -2.15040 -4.82411 -7.21290
H16 -0.85280 -2.80904 -6.62548
H17 1.69791 -1.29927 -4.76101
H18 1.74282 -2.54893 -3.52833
H19 1.84403 -0.85253 -3.06742
H20 -1.40115 0.24099 -5.25190
H21 -0.20471 0.94772 -4.17067
H22 -1.83643 0.68779 -3.61118
O3 0.17886 -1.55529 2.42210
P1 -0.00204 -1.09672 3.81761
C14 -0.18855 0.74170 3.98711
P2 0.93625 2.05255 3.30545
O4 0.73726 2.26138 1.86350
C15 0.41706 3.48404 4.26999
C16 0.77027 3.70663 5.61099
C17 0.34929 4.84741 6.25384
C18 -0.43595 5.78778 5.59158
C19 -0.77784 5.58025 4.25534
C20 -0.34987 4.45066 3.60165
C21 2.66799 1.72455 3.69552
C22 3.58927 2.19099 2.74752
C23 4.94079 2.12135 2.98674
C24 5.40886 1.58671 4.18614
C25 4.50165 1.13042 5.13567
C26 3.14536 1.21165 4.90819
C27 1.25615 -1.68692 4.94758
C28 2.21555 -2.61071 4.51123
C29 3.13321 -3.14639 5.37925
C30 3.11688 -2.78831 6.73153
C31 2.17727 -1.86010 7.17433
C32 1.25855 -1.31397 6.30915
C33 -1.60018 -1.64004 4.49544
C34 -2.70971 -1.36446 3.69523
C35 -3.97427 -1.74228 4.09691
C36 -4.14829 -2.43492 5.28664
C37 -3.04064 -2.76131 6.05998
C38 -1.77374 -2.37077 5.66991
H23 -0.33879 0.94164 5.05117
H24 -1.13333 0.97608 3.47264
H25 1.38353 2.98065 6.12755
H26 0.63109 5.01917 7.28520
H27 -0.78180 6.67070 6.10840
H28 -1.38474 6.30887 3.73445
H29 -0.60918 4.27054 2.56765
H30 3.21307 2.59894 1.81951
H31 5.64004 2.47893 2.24280
H32 6.47102 1.52706 4.37421
H33 4.86342 0.70042 6.06088
H34 2.45168 0.83305 5.64470
H35 2.21467 -2.90456 3.47447
H36 3.87646 -3.84335 5.01528
H37 3.83072 -3.21932 7.42022
H38 2.17152 -1.57637 8.21950
H39 0.53189 -0.59366 6.66239
H40 -2.59234 -0.82444 2.76568
H41 -4.81847 -1.46564 3.48415
H42 -5.13709 -2.73232 5.61242
H43 -3.17047 -3.31926 6.98022
H44 -0.91447 -2.63767 6.27175
Br1 -1.73033 6.90181 -3.33766
C39 -1.07525 5.29447 -2.54318
C40 -0.06872 4.56430 -3.17346
C41 0.38663 3.42707 -2.54368
N2 -0.06875 2.98933 -1.36729
C42 -1.03729 3.70464 -0.78859
C43 -1.57785 4.85799 -1.31835
H45 0.33240 4.87729 -4.12458
H46 1.17845 2.83083 -2.97745
H47 -1.37399 3.32436 0.16284
H48 -2.37018 5.39338 -0.81685
F1 6.83714 4.11560 -2.05885
C44 6.79105 2.81285 -2.39012
F2 7.02409 2.79246 -3.74753
F3 7.94221 2.27912 -1.88403
C45 5.56253 2.11891 -1.99376
C46 4.45480 2.78476 -1.42016
C47 3.31713 2.06722 -1.15948
N3 3.16476 0.75320 -1.41954
C48 4.24382 0.12196 -1.91852
C49 5.43176 0.72851 -2.22252
H49 4.52295 3.83469 -1.18080
H50 2.45469 2.54642 -0.72017
H51 4.12511 -0.94197 -2.08036
H52 6.26060 0.16759 -2.62884

Computed, not measured: a molecular structure, C49H52FeN9O2S4, with ωB97M-V/def2-TZVPD.

* expectation value of S²: 8.758
* highest occupied orbital energy (alpha / beta): -12.563 / -12.563 eV
* calculated total energy: -5397.50333 hartree
* 2S+1: 6
* frontier orbital gap (alpha / beta): 8.05 / 7.13 eV
* total charge: +2

Cartesian coordinates (Å):
Fe1 1.05875 1.47065 0.78593
N1 -0.35295 3.25490 -0.09313
N2 -0.83388 3.95740 1.02643
C1 -0.65178 3.32150 2.28709
O1 -1.35891 3.61972 3.21514
O2 0.31857 2.45648 2.27472
H1 0.12457 3.88379 -0.73045
H2 -1.07842 2.76561 -0.60771
H3 -1.70888 4.45443 0.93028
N3 0.50026 0.79166 -0.99862
S1 -0.17203 -0.34991 -1.63382
N4 -1.67778 -0.72164 -1.09982
S2 -2.12444 -1.89367 -0.19089
N5 -1.51337 -2.12821 1.20917
S3 -1.03451 -0.82280 2.09602
N6 0.15703 -0.14414 1.60684
C2 -2.52105 0.14802 2.24411
C3 -3.44139 -0.06215 3.26150
C4 -4.59551 0.70608 3.28463
C5 -4.82542 1.65603 2.29890
C6 -3.90359 1.84298 1.27885
C7 -2.74332 1.08905 1.25070
C8 -0.84972 -1.56794 3.68577
C9 -0.32586 -0.71332 4.65038
C10 -0.15117 -1.19403 5.93699
C11 -0.48816 -2.50867 6.23910
C12 -1.00678 -3.34760 5.26284
C13 -1.19920 -2.87837 3.97050
C14 -3.87480 -1.64735 -0.06511
C15 -4.54678 -2.51487 0.78813
C16 -5.92116 -2.40186 0.90017
C17 -6.60132 -1.43589 0.16736
C18 -5.91242 -0.57490 -0.67459
C19 -4.53436 -0.67536 -0.79861
C20 -1.96780 -3.46219 -0.99526
C21 -1.30014 -4.51504 -0.39441
C22 -1.22139 -5.71931 -1.08133
C23 -1.80300 -5.84936 -2.33321
C24 -2.46705 -4.77706 -2.92082
C25 -2.55390 -3.57037 -2.25197
C26 0.67894 -1.91983 -1.63948
C27 0.62048 -2.76862 -2.74036
C28 1.25062 -4.00067 -2.66733
C29 1.92578 -4.37438 -1.51167
C30 1.96241 -3.52358 -0.41650
C31 1.33274 -2.28911 -0.47158
C32 -0.51469 -0.03151 -3.34598
C33 0.57141 0.36234 -4.11599
C34 0.36813 0.67821 -5.44809
C35 -0.90765 0.60932 -5.99483
C36 -1.98485 0.22000 -5.21240
C37 -1.79383 -0.10834 -3.87715
H4 -3.26215 -0.79879 4.03268
H5 -5.31291 0.56737 4.08184
H6 -5.72419 2.25685 2.33118
H7 -4.09138 2.58127 0.50937
H8 -2.01329 1.19922 0.45896
H9 -0.07714 0.31122 4.39461
H10 0.24310 -0.54309 6.70529
H11 -0.34841 -2.88015 7.24542
H12 -1.26751 -4.36825 5.50755
H13 -1.61132 -3.51568 3.20153
H14 -4.00500 -3.26193 1.35456
H15 -6.46246 -3.06762 1.55811
H16 -7.67617 -1.35376 0.25672
H17 -6.44640 0.18042 -1.23484
H18 -3.97930 0.00236 -1.43070
H19 -0.84832 -4.38936 0.57915
H20 -0.70563 -6.55703 -0.63185
H21 -1.74382 -6.79404 -2.85700
H22 -2.92141 -4.88594 -3.89605
H23 -3.07197 -2.72885 -2.69598
H24 0.09299 -2.48218 -3.63938
H25 1.21715 -4.66788 -3.51809
H26 2.42198 -5.33501 -1.46709
H27 2.47947 -3.81880 0.48751
H28 1.32582 -1.62682 0.38548
H29 1.55612 0.44672 -3.67806
H30 1.20688 0.98559 -6.05799
H31 -1.06198 0.86115 -7.03550
H32 -2.97678 0.16845 -5.64046
H33 -2.62313 -0.42724 -3.26487
C38 3.08544 3.97041 -2.67866
S4 3.60400 2.25895 -2.88851
C39 5.01201 2.51473 -3.98494
H34 2.69886 4.38178 -3.60981
H35 3.91174 4.58013 -2.31631
H36 2.29838 3.97728 -1.92423
H37 5.77492 3.12325 -3.50183
H38 4.69913 2.98891 -4.91364
H39 5.43394 1.53772 -4.21327
C40 4.95620 -1.36152 1.59189
C41 4.56576 -1.09134 0.29141
C42 3.49084 -0.24592 0.08251
N7 2.81544 0.30465 1.09199
C43 3.18140 0.03475 2.35082
C44 4.25241 -0.78526 2.64234
H40 5.79901 -2.01071 1.78943
H41 5.08542 -1.51829 -0.55484
H42 3.15504 0.01260 -0.91445
H43 2.58902 0.49473 3.13241
H44 4.52496 -0.96908 3.67167
C45 2.48693 6.83134 1.23712
C46 2.90370 5.42380 0.98501
C47 4.12988 4.86405 0.70765
C48 3.91760 3.48294 0.60678
N8 2.61636 3.19559 0.79102
N9 2.03373 4.40625 1.01198
C49 5.01823 2.50493 0.36741
H45 3.36249 7.45452 1.40000
H46 1.84887 6.90072 2.11828
H47 1.93790 7.23716 0.38629
H48 5.07269 5.37643 0.62017
H49 1.07053 4.45398 1.32242
H50 5.96293 3.04553 0.36777
H51 4.91353 2.01880 -0.59998
H52 5.07145 1.75188 1.15152

Computed, not measured: a molecular structure, C49H52LuN6OP4S2, with ωB97M-V/def2-TZVPD.

* ΔE to the lowest compared entry with this formula, charge and spin: 0.00 kcal/mol
* highest occupied orbital energy: -9.439 eV
* calculated total energy: -5699.60843 hartree
* 2S+1: 1
* frontier orbital gap: 7.49 eV
* total charge: +1

Cartesian coordinates (Å):
Lu1 -0.04568 0.60222 0.21702
C1 -0.69661 -2.80395 0.55786
P1 -1.97091 -1.58704 -0.05353
C2 -3.22745 -1.63874 1.28861
C3 -2.81435 -1.35252 2.59084
C4 -3.72345 -1.32710 3.63724
C5 -5.06917 -1.57039 3.39436
C6 -5.49190 -1.84144 2.10177
C7 -4.58152 -1.87303 1.05376
C8 -2.81599 -2.54458 -1.36240
C9 -3.20751 -3.86622 -1.14912
C10 -3.88972 -4.56089 -2.13302
C11 -4.19549 -3.94723 -3.34163
C12 -3.80789 -2.63617 -3.56455
C13 -3.12292 -1.94260 -2.57685
C14 0.64092 -2.52481 -0.05567
C15 1.58179 -3.42283 -0.49517
C16 2.71335 -2.66812 -0.89103
C17 2.40163 -1.34737 -0.67791
C18 3.27404 -0.14724 -0.86923
P2 2.30347 1.30075 -1.49850
C19 2.47453 1.01742 -3.29909
C20 2.90973 2.00769 -4.17525
C21 3.00975 1.73818 -5.53386
C22 2.67450 0.48625 -6.02594
C23 2.23462 -0.50307 -5.15657
C24 2.12778 -0.24021 -3.80018
C25 3.45471 2.70439 -1.24805
C26 4.80845 2.51683 -0.98935
C27 5.64715 3.60822 -0.81418
C28 5.14790 4.89756 -0.89840
C29 3.80517 5.09683 -1.18816
C30 2.96762 4.00794 -1.35988
N1 1.12506 -1.23452 -0.16086
H1 -1.00258 -3.81923 0.31705
H2 -0.65122 -2.70317 1.64695
H3 -1.77188 -1.15509 2.79671
H4 -3.38135 -1.11541 4.64261
H5 -5.77985 -1.55664 4.21031
H6 -6.53823 -2.03881 1.90662
H7 -4.93486 -2.08596 0.05432
H8 -2.99875 -4.35534 -0.20558
H9 -4.18283 -5.58766 -1.95694
H10 -4.74090 -4.48983 -4.10231
H11 -4.04150 -2.15602 -4.50630
H12 -2.82434 -0.91712 -2.74948
H13 1.48851 -4.49787 -0.50853
H14 3.64377 -3.05076 -1.28147
H15 4.08196 -0.37907 -1.56381
H16 3.70940 0.16621 0.07898
H17 3.18159 2.98608 -3.80016
H18 3.36366 2.50855 -6.20711
H19 2.76104 0.27707 -7.08407
H20 1.97394 -1.48268 -5.53645
H21 1.78634 -1.01532 -3.12155
H22 5.23017 1.52177 -0.93323
H23 6.69691 3.44644 -0.60552
H24 5.80151 5.74608 -0.74174
H25 3.41189 6.10114 -1.28054
H26 1.92047 4.17652 -1.57355
S1 0.35263 0.43236 2.91843
P3 1.39923 2.11559 2.62213
S2 0.76891 3.16905 1.02636
C31 1.35469 3.17356 4.09939
C32 1.86237 2.63906 5.28244
C33 1.91358 3.42305 6.42153
C34 1.45748 4.73508 6.38332
C35 0.93851 5.25922 5.20959
C36 0.88713 4.47948 4.06193
C37 3.17253 1.70374 2.55555
C38 4.09389 2.74378 2.64645
C39 5.43756 2.45384 2.80338
C40 5.86553 1.13300 2.85193
C41 4.94957 0.09824 2.73709
C42 3.59676 0.38046 2.60167
H27 2.21432 1.61403 5.30467
H28 2.31382 3.01416 7.33996
H29 1.50955 5.35224 7.27056
H30 0.57693 6.27896 5.18316
H31 0.50597 4.88542 3.13338
H32 3.75274 3.77203 2.60130
H33 6.15241 3.26069 2.90147
H34 6.91619 0.91019 2.98688
H35 5.27856 -0.93240 2.77124
H36 2.87232 -0.42316 2.54488
C43 -2.76175 4.01426 -3.51459
N2 -3.42950 2.71687 -3.43842
C44 -3.11092 1.95160 -4.64152
N3 -1.67679 1.79721 -4.86002
C45 -1.05558 3.11693 -4.90400
N4 -1.31793 3.90428 -3.70133
C46 -0.66606 3.34121 -2.53403
P4 -1.25199 1.60345 -2.11992
C47 -3.08087 2.00315 -2.22390
C48 -1.05639 0.94110 -3.86752
H37 -2.96304 4.56866 -2.59537
H38 -3.17829 4.56582 -4.35894
H39 -3.53190 2.47955 -5.49910
H40 -3.57546 0.96494 -4.57758
H41 -1.46169 3.65824 -5.76026
H42 0.02267 3.00088 -5.03452
H43 -0.85680 3.98205 -1.66760
H44 0.41160 3.30754 -2.70868
H45 -3.33579 2.61503 -1.35462
H46 -3.66185 1.07978 -2.15705
H47 -1.48404 -0.06081 -3.93035
H48 0.00709 0.84886 -4.08201
N5 -2.43545 3.60811 1.76681
C49 -2.75329 2.30995 1.60008
N6 -3.89827 1.87490 2.15469
O1 -2.05178 1.54440 0.90892
H49 -2.93989 4.18337 2.41685
H50 -1.49071 3.87355 1.52927
H51 -4.43825 2.45701 2.76862
H52 -4.11493 0.89159 2.11286

Computed, not measured: a molecular structure, C49H53CeN5O4P2, with ωB97M-V/def2-TZVPD.

* highest occupied orbital energy: -7.478 eV
* calculated total energy: -3631.48657 hartree
* 2S+1: 1
* frontier orbital gap: 6.67 eV
* total charge: 0

Cartesian coordinates (Å):
Ce1 11.91240 12.43268 13.19362
C1 11.72149 15.04484 16.25958
N1 11.81212 13.60293 16.18077
C2 12.73845 13.06723 17.18286
C3 10.60467 12.89225 16.47739
C4 9.70181 13.40126 17.45313
C5 8.67782 12.62540 17.86252
C6 8.45814 11.37223 17.30554
C7 9.27325 10.93757 16.26592
C8 10.42189 11.63694 15.88578
N2 11.37739 11.11497 14.94185
C9 12.24008 10.12122 15.43949
C10 12.23015 9.65419 16.75333
C11 13.13070 8.67352 17.16116
C12 14.03487 8.11840 16.27973
C13 14.06865 8.55440 14.99006
C14 13.18390 9.55886 14.60622
N3 13.14262 10.00710 13.20657
C15 12.44687 8.97680 12.41293
C16 14.50297 10.18267 12.68422
H1 11.48232 15.38178 17.30306
H2 10.92805 15.34750 15.56567
H3 12.65528 15.47673 15.94173
H4 12.23329 13.05675 18.17372
H5 13.64024 13.70149 17.18702
H6 12.99462 12.02511 16.91078
H7 9.88136 14.34912 17.89173
H8 7.94362 13.00167 18.58365
H9 7.60012 10.77952 17.58155
H10 9.03183 10.03419 15.75710
H11 11.58089 10.09548 17.48327
H12 13.16250 8.32159 18.17270
H13 14.72103 7.32072 16.64948
H14 14.76476 8.09838 14.27998
H15 12.99823 8.04328 12.49236
H16 11.45854 8.81852 12.76673
H17 12.45141 9.24637 11.37036
H18 15.03218 9.22171 12.66737
H19 15.06247 10.90638 13.26056
H20 14.49667 10.50748 11.63842
C17 14.70703 14.10426 11.47222
P1 13.27522 15.30070 11.56667
C18 14.15266 16.73380 12.35866
C19 15.52404 16.85149 12.45768
C20 16.08992 17.96583 13.06935
C21 15.30967 19.01071 13.56688
C22 13.94664 18.89419 13.45711
C23 13.36865 17.74793 12.89506
C24 13.08941 15.78878 9.80157
C25 12.81801 14.78441 8.88079
C26 12.89155 15.04953 7.54078
C27 13.18470 16.30608 7.07212
C28 13.38474 17.34390 8.00390
C29 13.32664 17.09096 9.35274
C30 14.25530 12.83842 10.77446
C31 14.98711 12.08654 9.89962
C32 14.05070 11.14917 9.33878
C33 12.84217 11.37347 9.99897
C34 11.50918 10.67518 9.67358
P2 10.13795 11.32621 10.75465
C35 9.61727 12.64162 9.62352
C36 9.77384 13.94339 10.10067
C37 9.73593 15.02079 9.23858
C38 9.44508 14.86774 7.88603
C39 9.11701 13.61281 7.41258
C40 9.24290 12.49416 8.26200
C41 8.71947 10.15564 10.88485
C42 7.51366 10.48369 10.24526
C43 6.33558 9.89998 10.63105
C44 6.29600 8.99815 11.68738
C45 7.48310 8.63511 12.31233
C46 8.68056 9.21799 11.93467
N4 12.93800 12.39959 10.90843
H21 15.03731 13.99029 12.49989
H22 15.49288 14.60523 10.87557
H23 16.18717 16.08269 12.09753
H24 17.19270 18.02810 13.16694
H25 15.76221 19.91845 13.95136
H26 13.31034 19.67881 13.88372
H27 12.28762 17.70321 12.82654
H28 12.54150 13.78803 9.17825
H29 12.73286 14.23480 6.85352
H30 13.24000 16.52116 6.00120
H31 13.65769 18.30527 7.58323
H32 13.52224 17.91399 10.04839
H33 16.01892 12.25970 9.61617
H34 14.17076 10.41638 8.54605
H35 11.57739 9.59052 9.59260
H36 11.14571 11.00166 8.69560
H37 10.03406 14.07356 11.15963
H38 9.92103 15.97861 9.67606
H39 9.37330 15.74515 7.24889
H40 8.85793 13.45345 6.38943
H41 9.11247 11.51855 7.81757
H42 7.47283 11.22519 9.43875
H43 5.38426 10.19013 10.15564
H44 5.38495 8.56622 12.04440
H45 7.47325 7.93465 13.12166
H46 9.55467 8.93104 12.49458
O1 15.03832 12.84862 15.67737
N5 14.39174 13.63604 14.98590
O2 13.80047 13.10818 13.99624
O3 14.39286 14.84436 15.13007
C47 8.50475 15.07405 13.27894
C48 8.82580 13.67139 13.74694
C49 7.90310 12.61285 13.18812
O4 10.17237 13.38316 13.45164
H47 7.53980 15.35387 13.61016
H48 8.52250 15.17382 12.18880
H49 9.26153 15.76370 13.70042
H50 8.75874 13.63679 14.86023
H51 8.22493 12.32525 12.19516
H52 6.89675 12.99484 13.04456
H53 7.90463 11.67694 13.78255